No. 1
{
  "formula": "Cl2H2OP2",
  "method": "ωB97M-V with the def2-TZVPD basis set",
  "symbols": ["O", "P", "P", "Cl", "Cl", "H", "H"],
  "coordinates": [[-2.808, 0.801, 1.847], [0.064, -0.337, 0.819], [-2.014, 0.499, 0.670], [-2.410, 1.641, -0.919], [-3.321, -1.585, -0.352], [0.285, -0.691, -0.558], [-0.863, -1.441, 1.179]],
  "mulliken_charge": [-0.43, -0.05, 0.67, -0.11, -0.42, 0.16, 0.18],
  "e_lumo_ev": -1.625,
  "homo_lumo_gap_ha": 0.3140,
  "spin_multiplicity": 1,
  "total_charge": 0,
  "mol_weight_g_mol": 150.87,
  "e_homo_ev": -10.17,
  "e_above_lowest_kj_mol": 175.5
}

---

No. 2
{
  "formula": "Cl2H2OSi",
  "method": "ωB97M-V with the def2-TZVPD basis set",
  "symbols": ["O", "Si", "Cl", "H", "Cl", "H"],
  "coordinates": [[2.582, 1.682, 0.073], [2.913, 0.229, -0.137], [4.678, -0.486, 0.308], [1.751, -0.524, -0.570], [-1.438, 0.148, 0.881], [-0.281, 0.197, 1.448]],
  "mulliken_charge": [-0.42, 0.61, -0.14, -0.04, -0.23, 0.22],
  "e_lumo_ev": -0.285,
  "homo_lumo_gap_ha": 0.3900,
  "spin_multiplicity": 1,
  "total_charge": 0,
  "mol_weight_g_mol": 117.01,
  "e_homo_ev": -10.90,
  "e_above_lowest_kj_mol": 286.0,
  "smiles": "O=[SiH]Cl.Cl"
}

---

No. 3
{
  "formula": "Cl2H2OSi",
  "method": "ωB97M-V with the def2-TZVPD basis set",
  "symbols": ["O", "Si", "Cl", "Cl", "H", "H"],
  "coordinates": [[1.466, 1.439, -0.248], [-0.580, -0.475, 0.614], [1.924, 0.951, -1.782], [-1.159, -1.002, -1.158], [-1.499, 0.659, 1.035], [-0.152, -1.571, 1.538]],
  "mulliken_charge": [-0.45, 0.58, -0.02, -0.08, -0.01, -0.02],
  "e_lumo_ev": [-1.554, -1.843],
  "homo_lumo_gap_ha": [0.2768, 0.2342],
  "spin_multiplicity": 1,
  "total_charge": 0,
  "mol_weight_g_mol": 117.01,
  "e_homo_ev": [-9.09, -8.22],
  "e_above_lowest_kj_mol": 734.1
}

---

No. 4
{
  "formula": "Cl2H2OSi",
  "method": "ωB97M-V with the def2-TZVPD basis set",
  "symbols": ["O", "Si", "Cl", "Cl", "H", "H"],
  "coordinates": [[0.224, -1.082, -0.622], [0.054, 0.389, 0.254], [-1.014, -1.717, -1.495], [1.706, 0.225, 1.427], [-1.179, 0.696, 0.944], [0.210, 1.491, -0.508]],
  "mulliken_charge": [-0.14, 0.62, -0.05, -0.22, -0.10, -0.12],
  "e_lumo_ev": [0.722, -3.233],
  "homo_lumo_gap_ha": [0.2832, 0.2831],
  "spin_multiplicity": 3,
  "total_charge": 0,
  "mol_weight_g_mol": 117.01,
  "e_homo_ev": [-6.98, -10.94],
  "s_squared": 2.007,
  "e_above_lowest_kj_mol": 0.0
}

---

No. 5
{
  "formula": "Cl2H2Si",
  "method": "ωB97M-V with the def2-TZVPD basis set",
  "symbols": ["Si", "Cl", "Cl", "H", "H"],
  "coordinates": [[0.713, 0.252, -0.123], [0.259, 2.094, 0.306], [-2.735, -1.168, 0.467], [-0.224, -0.810, -0.285], [1.987, -0.367, -0.364]],
  "mulliken_charge": [0.67, 0.01, -0.65, -0.01, -0.02],
  "e_lumo_ev": [-2.779, -3.433],
  "homo_lumo_gap_ha": [0.2106, 0.1495],
  "spin_multiplicity": 1,
  "total_charge": 0,
  "mol_weight_g_mol": 101.01,
  "e_homo_ev": [-8.51, -7.50],
  "e_above_lowest_kj_mol": 495.9
}

---

No. 6
{
  "formula": "Cl2H3NSi",
  "method": "ωB97M-V with the def2-TZVPD basis set",
  "symbols": ["H", "N", "Si", "Cl", "H", "Cl", "H"],
  "coordinates": [[-0.269, 0.557, 1.090], [0.145, 0.140, 0.298], [1.648, -0.447, 0.077], [3.482, 0.476, -0.014], [1.654, -1.609, -0.793], [-3.888, 0.384, 0.002], [-2.772, 0.499, -0.661]],
  "mulliken_charge": [0.21, -0.38, 0.41, -0.18, -0.05, -0.26, 0.25],
  "e_lumo_ev": -0.837,
  "homo_lumo_gap_ha": 0.3307,
  "spin_multiplicity": 1,
  "total_charge": 0,
  "mol_weight_g_mol": 116.02,
  "e_homo_ev": -9.84,
  "e_above_lowest_kj_mol": 326.5,
  "smiles": "[H]/N=[SiH]\\Cl.Cl"
}

---

No. 7
{
  "formula": "Cl2H3NSi",
  "method": "ωB97M-V with the def2-TZVPD basis set",
  "symbols": ["N", "Si", "Cl", "Cl", "H", "H", "H"],
  "coordinates": [[-0.177, 0.730, -0.411], [0.957, 0.249, 0.561], [1.874, -1.477, 0.058], [-2.150, -1.508, -0.736], [-0.431, 1.650, -0.609], [-1.304, -0.462, -0.793], [1.231, 0.818, 1.929]],
  "mulliken_charge": [-0.28, 0.13, -0.15, -0.34, 0.27, 0.38, -0.01],
  "e_lumo_ev": [0.283, -3.961],
  "homo_lumo_gap_ha": [0.2455, 0.2593],
  "spin_multiplicity": 3,
  "total_charge": 0,
  "mol_weight_g_mol": 116.02,
  "e_homo_ev": [-6.40, -11.02],
  "s_squared": 2.005,
  "e_above_lowest_kj_mol": 169.9
}

---

No. 8
{
  "formula": "Cl2H3PSi",
  "method": "ωB97M-V with the def2-TZVPD basis set",
  "symbols": ["H", "P", "Si", "Cl", "H", "Cl", "H"],
  "coordinates": [[-0.624, 1.837, 0.118], [-1.137, 0.758, -0.832], [-0.683, -0.939, 0.348], [-1.144, -2.847, -0.199], [-0.358, -1.386, 1.694], [2.339, 0.778, -0.671], [1.607, 1.800, -0.459]],
  "mulliken_charge": [-0.01, -0.16, 0.46, -0.20, -0.07, -0.25, 0.23],
  "e_lumo_ev": -0.554,
  "homo_lumo_gap_ha": 0.2968,
  "spin_multiplicity": 1,
  "total_charge": 0,
  "mol_weight_g_mol": 132.99,
  "e_homo_ev": -8.63,
  "e_above_lowest_kj_mol": 294.1,
  "smiles": "[H]/P=[SiH]/Cl.Cl"
}

---

No. 9
{
  "formula": "Cl2H3PSi",
  "method": "ωB97M-V with the def2-TZVPD basis set",
  "symbols": ["P", "Si", "Cl", "Cl", "H", "H", "H"],
  "coordinates": [[1.418, -1.505, 0.021], [0.813, -1.021, -2.095], [-0.978, -1.474, -2.789], [1.816, 0.359, -3.106], [0.514, -2.501, 0.172], [-1.081, 1.995, -0.740], [-0.651, 2.467, -1.158]],
  "mulliken_charge": [-0.11, 0.39, -0.13, -0.14, -0.01, 0.00, 0.00],
  "e_lumo_ev": -0.810,
  "homo_lumo_gap_ha": 0.2706,
  "spin_multiplicity": 1,
  "total_charge": 0,
  "mol_weight_g_mol": 132.99,
  "e_homo_ev": -8.17,
  "e_above_lowest_kj_mol": 226.4,
  "smiles": "P=[Si](Cl)Cl.[H][H]"
}

---

No. 10
{
  "formula": "Cl2H3PSi",
  "method": "ωB97M-V with the def2-TZVPD basis set",
  "symbols": ["P", "Si", "Cl", "Cl", "H", "H", "H"],
  "coordinates": [[0.601, -0.430, 0.645], [-1.059, 1.063, 0.186], [-1.950, 1.303, 2.072], [-2.459, 0.057, -0.831], [1.355, -0.115, -0.375], [-0.164, -1.627, 0.028], [-0.878, 2.165, -0.715]],
  "mulliken_charge": [-0.18, 0.62, -0.23, -0.23, 0.04, 0.09, -0.11],
  "e_lumo_ev": 0.449,
  "homo_lumo_gap_ha": 0.3771,
  "spin_multiplicity": 1,
  "total_charge": 0,
  "mol_weight_g_mol": 132.99,
  "e_homo_ev": -9.81,
  "e_above_lowest_kj_mol": 67.5,
  "smiles": "P[SiH](Cl)Cl"
}